{"formula": "C8H12N3", "method": "ωB97M-V/def2-TZVPD", "symbols": ["C", "C", "C", "C", "C", "C", "C", "C", "N", "N", "N", "H", "H", "H", "H", "H", "H", "H", "H", "H", "H", "H", "H"], "positions_angstrom": [[3.0812, 0.7499, 0.1572], [2.7701, 0.1617, -1.0593], [2.1252, 0.8319, 1.1578], [1.5062, -0.3549, -1.2783], [0.8554, 0.3276, 0.9487], [0.5431, -0.2667, -0.2751], [-1.9550, 1.1720, -0.2164], [-0.9062, -2.5351, 0.5040], [-3.1269, 1.7920, -0.1457], [-0.7074, -0.8368, -0.5603], [-1.8362, -0.1260, -0.2924], [4.0721, 1.1402, 0.3284], [3.5105, 0.1021, -1.8400], [2.3685, 1.2821, 2.1075], [1.2428, -0.8182, -2.2141], [0.1172, 0.3693, 1.7375], [-1.0542, 1.7712, -0.2165], [0.0923, -2.6640, 0.8759], [-1.6527, -2.2827, 1.2354], [-1.2035, -3.1968, -0.2874], [-3.1691, 2.7979, -0.1490], [-3.9990, 1.2856, -0.1578], [-2.6747, -0.7023, -0.3601]], "forces_ev_per_a": [[0.05, 0.00, -0.09], [0.06, 0.00, 0.10], [-0.03, 0.05, 0.07], [-0.25, 0.12, 0.23], [-0.04, -0.12, -0.18], [0.58, 0.66, 0.20], [-0.01, -0.33, 0.01], [0.38, 3.11, -1.97], [-0.06, -0.03, -0.02], [-0.03, -4.62, 1.04], [-1.08, 1.11, 0.41], [0.09, 0.05, 0.01], [0.12, -0.01, -0.08], [0.06, 0.04, 0.09], [-0.05, -0.08, -0.15], [-0.08, 0.01, 0.11], [0.04, -0.06, -0.02], [0.26, -0.02, 0.10], [-0.18, 0.04, 0.23], [-0.09, -0.21, -0.13], [0.02, -0.07, 0.05], [0.00, 0.11, -0.01], [0.24, 0.26, -0.02]], "e_homo_ev": -12.11, "charge": 1, "relative_energy_ev": 2.8066, "orbital_gap_ev": 8.770}

***

{"formula": "C3H2Br2P2", "method": "ωB97M-V/def2-TZVPD", "symbols": ["C", "C", "C", "P", "P", "Br", "Br", "H", "H"], "positions_angstrom": [[-0.8908, 0.7051, -0.2784], [0.4028, 0.6805, -0.0857], [1.1604, -0.6542, 0.0814], [0.1856, -1.9793, 0.0545], [-1.6423, -0.9701, -0.3842], [1.5296, 2.2422, 0.1477], [3.0221, -0.8311, 0.3888], [-1.2863, 1.6447, -0.6094], [-2.4812, -0.8377, 0.6853]], "forces_ev_per_a": [[-0.81, -0.61, -0.69], [4.13, -1.04, 1.00], [-1.19, 2.45, -0.04], [-0.11, -2.23, 0.79], [0.42, 1.69, -1.90], [-0.73, -0.35, -0.38], [-0.56, 0.24, -0.26], [-0.83, 0.20, 0.30], [-0.32, -0.35, 1.17]], "e_homo_ev": -9.23, "smiles": "BrC1=C[PH]#P=C1Br", "relative_energy_ev": 0.5261, "orbital_gap_ev": 8.540}

***

{"formula": "C18H28N2O3S", "method": "ωB97M-V/def2-TZVPD", "symbols": ["C", "C", "C", "C", "C", "C", "C", "H", "H", "S", "O", "O", "N", "C", "H", "C", "C", "O", "N", "H", "C", "H", "H", "C", "H", "H", "C", "C", "H", "H", "H", "C", "H", "H", "H", "H", "C", "C", "C", "H", "H", "H", "H", "H", "H", "H", "H", "H", "H", "H", "H", "H"], "positions_angstrom": [[3.0762, -5.8712, 1.3101], [2.3693, -4.6608, 0.7852], [3.0905, -3.6048, 0.2360], [2.4405, -2.4927, -0.2692], [1.0612, -2.4406, -0.2294], [0.3232, -3.4767, 0.3090], [0.9796, -4.5853, 0.8129], [0.4100, -5.4019, 1.2316], [-0.7530, -3.4065, 0.3096], [0.2046, -0.9743, -0.7830], [1.0841, -0.1976, -1.6149], [-1.0874, -1.3341, -1.2825], [-0.0229, -0.0692, 0.5824], [1.1531, 0.4416, 1.2440], [1.4929, -0.2626, 2.0218], [0.8205, 1.7841, 1.8930], [0.4459, 2.9117, 0.9169], [0.1533, 4.0107, 1.3506], [0.4920, 2.6274, -0.3944], [0.6362, 1.6846, -0.7227], [0.0141, 3.5699, -1.3836], [0.5612, 3.3945, -2.3108], [0.2389, 4.5743, -1.0153], [-1.4967, 3.4482, -1.6090], [-1.7863, 4.1533, -2.3914], [-1.9977, 3.7496, -0.6861], [-1.9659, 2.0403, -1.9942], [-1.3639, 1.5775, -3.3180], [-0.2892, 1.4430, -3.2331], [-1.7888, 0.6161, -3.5956], [-1.5735, 2.2957, -4.1091], [-3.4917, 2.0149, -2.0747], [-3.8394, 1.0068, -2.2864], [-3.8421, 2.6749, -2.8661], [-3.9351, 2.3410, -1.1358], [-1.6549, 1.3325, -1.2185], [-0.3499, 1.5876, 2.8687], [-1.5426, 0.9622, 2.1471], [-1.1271, -0.3419, 1.4667], [-0.8417, -1.0892, 2.2251], [-1.9339, -0.7437, 0.8529], [-1.9082, 1.6558, 1.3891], [-2.3504, 0.7641, 2.8527], [-0.0338, 0.9393, 3.6900], [-0.6305, 2.5577, 3.2801], [1.6918, 2.1389, 2.4540], [1.9450, 0.5372, 0.5000], [2.9833, -1.6713, -0.7094], [4.1689, -3.6560, 0.2042], [4.0542, -5.6095, 1.7061], [3.2222, -6.5899, 0.5035], [2.4938, -6.3555, 2.0898]], "forces_ev_per_a": [[0.00, -0.04, -0.06], [-0.02, 0.08, -0.01], [-0.12, 0.00, 0.03], [0.16, 0.09, -0.08], [-0.30, 0.57, -0.29], [-0.18, -0.10, 0.03], [0.04, 0.11, -0.03], [-0.06, -0.08, 0.04], [-0.15, -0.08, 0.03], [-0.04, 0.03, 0.40], [0.28, -0.16, 0.13], [-0.05, -0.21, 0.22], [0.10, -0.52, -0.87], [0.58, 0.27, 0.14], [-0.01, 0.07, -0.09], [-0.14, 0.01, 0.09], [0.40, -0.42, 0.17], [-0.20, 0.29, 0.18], [0.08, -0.01, -0.43], [0.04, 0.08, 0.15], [-0.22, 0.33, 0.00], [0.02, 0.05, 0.03], [0.06, -0.12, -0.15], [0.25, -0.30, 0.12], [-0.08, 0.07, -0.04], [-0.04, 0.08, 0.02], [-0.16, 0.25, -0.19], [-0.02, -0.05, 0.32], [0.15, -0.01, -0.11], [-0.01, -0.11, -0.10], [-0.02, 0.09, -0.12], [0.29, -0.10, 0.13], [-0.11, -0.10, -0.05], [-0.08, 0.08, -0.10], [-0.10, 0.05, 0.09], [-0.03, 0.07, 0.04], [-0.08, 0.17, -0.09], [0.23, -0.19, 0.10], [-0.69, -0.13, 0.10], [-0.02, 0.02, -0.04], [-0.06, -0.01, 0.19], [-0.12, 0.02, -0.06], [-0.04, 0.01, -0.04], [0.03, -0.01, 0.04], [0.06, -0.06, 0.05], [-0.06, -0.02, -0.10], [0.07, 0.06, 0.15], [0.13, 0.07, -0.05], [0.11, 0.00, 0.00], [0.06, -0.03, 0.05], [0.04, -0.09, 0.00], [0.01, -0.06, 0.06]], "e_homo_ev": -9.07, "smiles": "Cc1ccc(S(=O)(=O)N2CCC[C@H](C(=O)NCCC(C)C)C2)cc1", "relative_energy_ev": 0.0545, "orbital_gap_ev": 9.579}